Entry 1:
{"formula": "C32H41CuF5N7O3S", "method": "ωB97M-V/def2-TZVPD", "total_charge": 1, "e_lumo_ev": [-3.3, -3.3], "orbital_gap_ev": [4.9, 4.9], "multiplicity": 2, "homo_ev": [-8.2, -8.2], "symbols": ["Cu", "C", "N", "C", "C", "C", "N", "C", "C", "F", "C", "F", "C", "C", "F", "C", "F", "H", "H", "H", "H", "H", "H", "H", "H", "H", "H", "H", "F", "C", "C", "C", "C", "O", "C", "C", "N", "C", "C", "C", "C", "C", "C", "N", "C", "C", "N", "C", "C", "C", "O", "O", "H", "H", "H", "H", "H", "H", "H", "H", "H", "H", "H", "H", "H", "H", "H", "H", "H", "H", "C", "N", "C", "C", "S", "N", "C", "C", "H", "H", "H", "H", "H", "H", "H", "H", "H", "H", "H", "H"], "positions_angstrom": [[-0.5313, -2.2603, 0.8654], [-1.9356, -3.0196, -1.5858], [-1.1909, -3.7095, -0.5162], [-0.0803, -4.4725, -1.1098], [-2.1121, -4.5639, 0.2727], [-2.8461, -3.7666, 1.3857], [-2.4782, -2.3632, 1.2784], [-3.1358, -1.3980, 1.9674], [-2.8937, -0.0479, 1.6306], [-2.0107, 0.2127, 0.6359], [-3.5366, 1.0054, 2.2265], [-3.2404, 2.2554, 1.8191], [-4.4835, 0.8158, 3.2121], [-4.7340, -0.4903, 3.5746], [-5.6307, -0.7422, 4.5380], [-4.0741, -1.5583, 3.0027], [-4.3422, -2.7919, 3.4823], [-2.4103, -3.7539, -2.2474], [-1.2449, -2.4110, -2.1651], [-2.6944, -2.3818, -1.1397], [-0.4503, -5.2117, -1.8308], [0.4792, -4.9869, -0.3312], [0.5894, -3.7807, -1.6219], [-1.5298, -5.3596, 0.7314], [-2.8334, -5.0273, -0.4080], [-2.5585, -4.2008, 2.3467], [-3.9252, -3.9053, 1.2886], [-5.0049, 1.6440, 3.6722], [-1.3399, 1.2851, -4.6699], [-0.5008, 1.5789, -3.6508], [-0.3260, 0.6657, -2.6550], [0.4512, 0.9848, -1.5429], [0.6229, 0.0030, -0.4685], [0.3197, -1.1895, -0.6735], [1.1420, 0.5294, 0.7553], [1.6939, 1.7662, 0.7555], [1.7369, 2.5956, -0.3169], [2.4014, 3.8747, -0.2054], [3.7406, 3.9298, 0.4511], [3.6304, 4.1218, -1.0306], [1.0329, 2.2560, -1.4597], [0.8923, 3.1503, -2.5257], [0.1306, 2.8281, -3.6321], [0.0176, 3.7533, -4.6962], [-0.4727, 5.0865, -4.4254], [0.2205, 6.0856, -5.3329], [-0.0227, 5.6711, -6.7639], [0.4643, 4.2619, -7.0121], [-0.2589, 3.3287, -6.0541], [1.1106, -0.1946, 2.0840], [1.8801, 0.1959, 2.9572], [0.2289, -1.1123, 2.2166], [-0.8275, -0.2937, -2.7032], [2.1387, 2.1355, 1.6698], [1.7266, 4.7064, -0.0394], [4.1706, 3.0044, 0.8116], [3.9512, 4.7890, 1.0716], [3.9697, 3.3147, -1.6683], [3.7754, 5.1128, -1.4418], [1.3925, 4.1106, -2.4892], [-0.2869, 5.3614, -3.3915], [-1.5613, 5.1517, -4.5912], [1.2960, 6.0669, -5.1731], [-0.1571, 7.0955, -5.1947], [0.4206, 6.3237, -7.4061], [-1.0269, 5.6996, -6.9448], [1.5333, 4.2520, -6.8142], [0.2778, 4.0040, -8.0522], [0.1012, 2.3196, -6.2264], [-1.3364, 3.3378, -6.2795], [-0.9473, -2.9818, 4.5566], [0.5143, -2.9621, 4.6016], [1.0709, -1.9993, 5.5514], [1.2690, -3.5424, 3.6613], [0.6183, -4.2025, 2.2362], [2.6142, -3.5941, 3.9172], [3.5551, -3.7920, 2.8238], [3.0832, -4.1216, 5.1966], [-1.3219, -2.8536, 5.5714], [-1.2965, -3.9312, 4.1632], [-1.3186, -2.1798, 3.9232], [0.4503, -1.1046, 5.5316], [2.0748, -1.7164, 5.2552], [1.0824, -2.3982, 6.5677], [3.2808, -3.1667, 1.9802], [3.5913, -4.8324, 2.4917], [4.5425, -3.4937, 3.1787], [2.2685, -4.1780, 5.9120], [3.8762, -3.4955, 5.6113], [3.4787, -5.1323, 5.0533]], "atomic_forces_ev_per_a": [[-0.42, -0.42, -0.01], [0.03, -0.10, 0.06], [0.13, 0.20, 0.07], [-0.16, -0.06, 0.04], [-0.07, 0.14, 0.02], [0.05, 0.21, -0.04], [0.18, 0.10, 0.21], [0.13, -0.18, -0.14], [0.06, -0.08, -0.07], [-0.01, 0.05, -0.06], [0.07, 0.03, -0.01], [0.01, 0.05, -0.04], [-0.15, 0.12, 0.09], [0.03, 0.06, 0.04], [-0.06, -0.04, 0.09], [-0.01, -0.08, -0.04], [-0.04, -0.08, 0.02], [0.02, 0.00, 0.01], [0.02, -0.02, 0.02], [0.00, -0.01, 0.03], [-0.01, 0.03, 0.02], [-0.02, 0.02, 0.01], [-0.04, 0.00, 0.01], [0.09, 0.00, -0.03], [0.04, -0.04, -0.03], [-0.02, -0.04, 0.03], [-0.04, 0.02, -0.05], [0.05, -0.07, -0.02], [-0.01, 0.02, -0.12], [-0.06, 0.02, 0.03], [-0.07, -0.17, -0.02], [0.15, 0.01, 0.00], [-0.02, -0.05, 0.02], [0.08, 0.22, -0.03], [-0.08, -0.14, -0.08], [0.03, 0.16, -0.08], [0.03, 0.07, 0.00], [-0.17, -0.03, -0.04], [0.11, -0.01, 0.13], [0.06, 0.02, -0.16], [0.01, -0.04, 0.09], [0.10, 0.20, -0.01], [-0.02, -0.06, -0.02], [0.09, 0.10, -0.10], [-0.10, -0.11, -0.11], [-0.02, -0.05, 0.09], [0.17, -0.18, 0.16], [-0.05, -0.12, 0.10], [0.02, 0.14, 0.15], [-0.04, -0.07, 0.22], [-0.14, -0.11, -0.05], [0.10, 0.26, 0.05], [0.06, 0.07, 0.03], [0.05, -0.04, -0.02], [-0.02, 0.01, 0.01], [-0.04, 0.01, -0.06], [-0.02, -0.01, -0.02], [-0.03, -0.01, 0.07], [-0.01, -0.02, 0.05], [0.00, -0.09, -0.02], [0.01, 0.01, 0.04], [-0.03, 0.01, 0.06], [0.04, 0.02, -0.08], [-0.05, 0.04, -0.08], [0.05, 0.07, -0.08], [-0.10, 0.06, -0.06], [0.04, 0.08, -0.03], [-0.07, 0.10, -0.03], [0.03, -0.04, 0.02], [0.00, -0.07, -0.01], [0.25, -0.18, -0.02], [-0.03, 0.01, 0.02], [-0.08, 0.02, -0.06], [-0.01, 0.26, 0.16], [0.13, -0.14, -0.07], [-0.09, -0.19, -0.11], [-0.09, -0.01, 0.11], [0.02, 0.07, -0.02], [0.02, 0.01, -0.01], [0.03, -0.04, 0.00], [-0.01, 0.14, -0.08], [-0.03, 0.00, -0.04], [0.00, 0.02, -0.05], [-0.03, -0.02, 0.01], [-0.04, 0.02, -0.02], [0.00, -0.04, 0.01], [-0.02, 0.00, 0.00], [0.02, -0.01, -0.03], [-0.03, 0.00, -0.01], [0.00, 0.02, -0.02]], "mulliken_spin": [0.67, 0.00, 0.10, 0.00, -0.01, -0.01, 0.10, -0.01, 0.01, 0.00, -0.01, 0.00, 0.02, -0.01, 0.00, 0.02, 0.00, 0.00, 0.00, 0.00, 0.00, 0.00, 0.00, 0.00, 0.00, 0.00, 0.00, 0.00, 0.00, 0.00, 0.00, 0.00, -0.01, 0.02, -0.01, 0.00, 0.00, 0.00, 0.00, 0.00, 0.00, 0.00, 0.00, 0.00, 0.00, 0.00, 0.00, 0.00, 0.00, 0.02, 0.00, 0.05, 0.00, 0.00, 0.00, 0.00, 0.00, 0.00, 0.00, 0.00, 0.00, 0.00, 0.00, 0.00, 0.00, 0.00, 0.00, 0.00, 0.00, 0.00, 0.00, 0.00, 0.00, 0.00, 0.01, 0.00, 0.00, 0.00, 0.00, 0.00, 0.00, 0.00, 0.00, 0.00, 0.00, 0.00, 0.00, 0.00, 0.00, 0.00]}

=====

Entry 2:
{"formula": "C17H10Br2F6O2PdSb", "method": "ωB97M-V/def2-TZVPD", "total_charge": 0, "relative_energy_kj_mol": 0.0, "e_lumo_ev": [-1.5, -2.2], "orbital_gap_ev": [7.7, 7.1], "multiplicity": 2, "homo_ev": [-9.3, -9.2], "symbols": ["Pd", "Br", "C", "C", "C", "C", "C", "C", "C", "C", "C", "C", "H", "H", "H", "H", "H", "H", "F", "Sb", "F", "F", "F", "F", "F", "Br", "C", "C", "C", "C", "C", "C", "C", "O", "O", "H", "H", "H", "H"], "positions_angstrom": [[-0.5251, -1.1709, -0.8801], [0.2563, -0.7641, -3.4016], [-0.1183, 1.0914, -3.1834], [0.0601, 1.9131, -4.2512], [-0.2251, 3.2890, -4.1111], [-0.6790, 3.7786, -2.9240], [-0.8714, 2.9310, -1.8056], [-1.3623, 3.4330, -0.5745], [-1.5604, 2.6103, 0.4916], [-1.2632, 1.2287, 0.3964], [-0.7938, 0.7488, -0.7799], [-0.5779, 1.5471, -1.9264], [0.4099, 1.5200, -5.1952], [-0.0855, 3.9448, -4.9594], [-0.9078, 4.8313, -2.8155], [-1.5851, 4.4899, -0.5015], [-1.9446, 3.0007, 1.4242], [-1.4200, 0.5706, 1.2410], [-1.2292, -3.4697, -0.9803], [-3.1466, -3.1801, -0.9466], [-4.9050, -2.5622, -1.0132], [-2.5378, -1.4174, -1.6311], [-2.8928, -2.3979, 0.7444], [-3.2242, -3.7963, -2.7067], [-3.5253, -4.8521, -0.2222], [4.2303, -0.7285, 0.4614], [3.3427, -1.0186, 2.1029], [4.1454, -1.0378, 3.2362], [3.5900, -1.2631, 4.4831], [2.2248, -1.4807, 4.6123], [1.4292, -1.4667, 3.4847], [1.9679, -1.2301, 2.2175], [0.9984, -1.2238, 1.0928], [1.3110, -0.7984, -0.0755], [-0.1772, -1.6138, 1.2745], [5.2090, -0.8778, 3.1310], [4.2319, -1.2723, 5.3543], [1.7861, -1.6635, 5.5833], [0.3646, -1.6423, 3.5537]], "atomic_forces_ev_per_a": [[-0.29, -0.17, -0.31], [-0.11, 0.04, 0.06], [0.04, -0.10, 0.03], [-0.02, 0.10, 0.03], [0.02, -0.06, -0.04], [-0.01, 0.02, 0.04], [-0.01, 0.03, 0.01], [0.01, 0.01, -0.04], [-0.01, -0.04, 0.03], [-0.03, 0.04, 0.00], [0.06, -0.01, -0.02], [0.02, 0.03, -0.02], [0.00, -0.01, 0.00], [0.00, 0.00, 0.00], [0.00, 0.00, 0.00], [0.00, 0.00, 0.00], [0.00, -0.01, 0.00], [0.00, 0.00, 0.00], [0.12, 0.02, 0.00], [0.01, 0.20, 0.08], [-0.07, -0.03, -0.02], [0.01, -0.02, 0.03], [-0.06, -0.05, 0.00], [0.04, 0.00, -0.08], [0.04, -0.07, 0.01], [0.02, 0.01, -0.03], [0.00, 0.00, 0.08], [0.01, 0.01, -0.04], [-0.05, -0.01, 0.02], [0.06, 0.01, 0.00], [-0.04, -0.01, -0.03], [0.05, 0.01, -0.06], [0.09, 0.05, 0.11], [0.27, -0.11, 0.03], [-0.17, 0.13, 0.14], [0.00, 0.00, -0.01], [-0.01, 0.00, 0.01], [0.00, 0.00, 0.00], [0.00, 0.00, 0.01]], "nbo_charge": [1.17, 0.17, -0.04, -0.23, -0.20, -0.18, 0.04, -0.19, -0.19, -0.26, 0.07, -0.19, 0.24, 0.23, 0.22, 0.22, 0.23, 0.26, -0.70, 3.17, -0.66, -0.68, -0.67, -0.66, -0.66, 0.10, -0.05, -0.25, -0.17, -0.22, -0.15, -0.16, 0.76, -0.64, -0.65, 0.23, 0.22, 0.22, 0.24]}

=====

Entry 3:
{"formula": "C30H26N2O2", "method": "ωB97M-V/def2-TZVPD", "total_charge": 0, "relative_energy_kj_mol": 265.5, "e_lumo_ev": -2.3, "orbital_gap_ev": 2.8, "homo_ev": -5.1, "symbols": ["C", "C", "C", "C", "C", "N", "C", "C", "N", "C", "C", "C", "C", "C", "C", "C", "C", "H", "H", "H", "H", "H", "H", "H", "H", "H", "H", "H", "C", "O", "C", "C", "C", "C", "C", "C", "C", "C", "C", "O", "C", "C", "C", "C", "C", "H", "H", "H", "H", "H", "H", "H", "H", "H", "H", "H", "H", "H", "H", "H"], "positions_angstrom": [[6.1138, -0.2198, -0.0562], [5.3866, 0.8583, -0.5256], [4.1195, 0.6862, -1.0347], [3.5584, -0.5955, -1.1174], [2.2262, -0.8927, -1.6130], [1.6946, -2.0931, -1.2150], [0.6217, -2.2100, -0.4688], [0.0575, -3.3850, -0.1315], [-0.4532, -4.4009, 0.1774], [1.4455, -0.0594, -2.5156], [1.9064, 1.1123, -3.1394], [1.0834, 1.8390, -3.9729], [-0.2025, 1.4075, -4.2506], [-0.6528, 0.2205, -3.7069], [0.1601, -0.4999, -2.8632], [4.2894, -1.6615, -0.5787], [5.5499, -1.4809, -0.0643], [7.1095, -0.0750, 0.3335], [5.8067, 1.8484, -0.4644], [3.5239, 1.5496, -1.2697], [0.2393, -1.3055, -0.0325], [2.9333, 1.4120, -3.0337], [1.4447, 2.7548, -4.4138], [-0.8464, 1.9891, -4.8935], [-1.6407, -0.1418, -3.9433], [-0.1745, -1.4506, -2.4881], [3.8243, -2.6318, -0.5579], [6.0931, -2.3143, 0.3491], [1.1925, 4.5776, 3.0711], [1.8527, 3.3335, 3.1040], [1.0470, 2.2395, 2.8088], [1.6519, 0.9728, 2.7511], [0.9308, -0.1447, 2.4339], [-0.4531, -0.0690, 2.1451], [-1.1773, -1.2508, 1.8471], [-2.4679, -1.3872, 1.2757], [-3.1120, -2.6468, 1.3030], [-4.3627, -2.8159, 0.7779], [-5.0528, -1.7492, 0.1791], [-6.3436, -1.9880, -0.2787], [-7.0169, -0.8518, -0.7677], [-4.3912, -0.5125, 0.0854], [-3.1404, -0.3387, 0.6078], [-1.0596, 1.2025, 2.2470], [-0.3352, 2.3158, 2.5652], [1.9308, 5.3719, 3.1887], [0.6891, 4.7071, 2.1134], [0.4708, 4.6364, 3.8859], [2.7046, 0.9106, 2.9646], [1.4210, -1.1016, 2.3845], [-0.6687, -2.1747, 2.0670], [-2.6038, -3.4798, 1.7572], [-4.8582, -3.7698, 0.8236], [-8.0526, -1.1214, -0.9793], [-7.0061, -0.0615, -0.0171], [-6.5423, -0.5067, -1.6863], [-4.8663, 0.3084, -0.4206], [-2.6294, 0.5922, 0.4427], [-2.1270, 1.2823, 2.1519], [-0.8418, 3.2593, 2.6587]], "atomic_forces_ev_per_a": [[0.36, 0.14, 0.04], [0.14, 0.08, 0.13], [-0.36, -0.02, 0.07], [-0.07, -0.53, -0.24], [-0.74, -0.17, -0.02], [0.10, 0.19, 0.75], [2.80, 3.18, -1.68], [-2.27, -5.39, 1.29], [1.08, 2.35, -0.58], [-0.10, -0.23, 0.50], [0.23, -0.11, -0.11], [0.00, 0.02, -0.01], [-0.21, 0.34, -0.13], [-0.06, -0.06, 0.04], [-0.25, -0.04, -0.06], [0.01, -0.20, 0.11], [0.03, -0.05, 0.04], [0.10, 0.05, 0.07], [0.04, 0.20, 0.00], [0.05, 0.12, -0.10], [-0.65, 0.30, 0.28], [0.02, 0.12, 0.03], [0.11, 0.07, -0.10], [-0.02, 0.05, -0.08], [-0.12, -0.10, -0.04], [-0.25, 0.01, -0.06], [0.04, -0.20, -0.08], [0.08, -0.18, 0.02], [-0.04, 0.28, 0.01], [-0.58, -1.37, -0.31], [0.24, 0.16, -0.05], [0.30, 0.83, 0.13], [-0.40, 0.05, -0.06], [-0.27, 0.04, 0.16], [0.08, 0.19, -0.36], [-0.12, 0.17, -0.06], [0.13, 0.35, 0.00], [-0.77, 0.13, -0.32], [-0.23, -0.06, 0.02], [1.37, -0.06, 0.59], [-0.19, 0.14, -0.11], [-0.98, -0.36, -0.35], [0.47, -0.40, 0.21], [0.11, -0.51, 0.06], [0.67, 0.69, 0.25], [0.06, -0.27, 0.04], [-0.09, 0.15, -0.04], [-0.12, 0.15, 0.02], [0.26, -0.06, 0.00], [0.15, -0.23, 0.06], [0.08, -0.26, 0.14], [0.08, -0.18, 0.07], [-0.07, -0.24, 0.02], [0.20, -0.17, 0.06], [-0.07, 0.16, -0.04], [-0.06, 0.17, -0.09], [-0.01, 0.19, -0.10], [-0.04, 0.14, -0.09], [-0.10, 0.12, 0.04], [-0.16, 0.13, 0.00]], "nbo_charge": [-0.21, -0.21, -0.22, -0.02, 0.13, -0.32, -0.11, 0.23, -0.30, -0.02, -0.22, -0.21, -0.21, -0.22, -0.21, -0.20, -0.21, 0.21, 0.21, 0.21, 0.22, 0.22, 0.21, 0.21, 0.21, 0.21, 0.23, 0.21, -0.25, -0.48, 0.32, -0.26, -0.16, -0.15, -0.11, -0.15, -0.14, -0.26, 0.33, -0.48, -0.25, -0.33, -0.12, -0.11, -0.32, 0.20, 0.18, 0.18, 0.23, 0.22, 0.21, 0.23, 0.23, 0.20, 0.18, 0.18, 0.22, 0.21, 0.21, 0.22]}

=====

Entry 4:
{"formula": "C3H2O2", "method": "ωB97M-V/def2-TZVPD", "total_charge": 0, "relative_energy_kj_mol": 20.4, "e_lumo_ev": 0.5, "smiles": "O=C=O.C#C", "orbital_gap_ev": 11.2, "homo_ev": -10.7, "symbols": ["C", "C", "C", "O", "O", "H", "H"], "positions_angstrom": [[0.7258, 1.2463, -0.0596], [0.1304, 2.3064, 0.1508], [-0.5175, -2.3625, -0.0759], [0.5820, -2.2870, 0.1726], [-1.6445, -2.3527, -0.3804], [1.2963, 0.3551, -0.1080], [-0.5725, 3.0945, 0.3004]], "atomic_forces_ev_per_a": [[-1.69, 3.38, 0.93], [1.28, -3.38, -0.72], [-3.90, 0.48, -1.28], [3.24, -0.10, 0.91], [0.65, -0.35, 0.36], [0.16, -0.17, -0.17], [0.27, 0.14, -0.03]], "nbo_charge": [-0.24, -0.23, 1.03, -0.51, -0.52, 0.24, 0.24]}